A molecular structure, C20H18N6RuS3Se at a distorted geometry. Source: OMol25; level of theory: ωB97M-V with the def2-TZVPD basis set.

ORCA input file:
```
! RIJCOSX wB97M-V def2-TZVPD def2/J DEFGRID3
* xyz 0 5
Ru -0.7987 2.3633 0.0856
N -4.5131 4.4477 0.9161
C -3.2491 4.0310 0.6917
S -2.8188 2.4419 1.2556
N -2.4494 4.8824 0.0882
N -1.2142 4.3468 -0.1111
C -0.2560 5.1233 -0.5009
C 1.0681 4.5304 -0.5625
C 2.1589 5.1651 -1.1511
C 3.3894 4.5396 -1.1245
C 3.5063 3.3038 -0.4914
C 2.3770 2.7290 0.0562
N 1.1761 3.3107 0.0125
H -5.1395 3.8845 1.4613
H -4.7622 5.3909 0.6822
H -0.4433 6.1673 -0.7163
H 2.0243 6.1241 -1.6287
H 4.2484 5.0054 -1.5866
H 4.4568 2.7960 -0.4173
H 2.4166 1.7694 0.5580
S -1.0559 1.9426 -2.0490
C 2.2619 0.2999 -2.4949
C 2.1024 1.0123 -3.6643
N 2.0301 1.6112 -4.6408
C 2.4700 -0.3262 -1.4806
S -0.2704 0.1846 0.6514
C 2.7919 -1.0199 -0.3330
N 3.1268 -1.5600 0.6234
C -0.1533 -6.6325 1.9215
C -0.4364 -5.2850 1.3265
C -1.1514 -4.3257 2.0305
C -1.4362 -3.0795 1.4905
C -2.2047 -2.0914 2.3177
C -0.9692 -2.7901 0.2003
Se -1.4360 -1.1203 -0.6131
C -0.2421 -3.7329 -0.5286
C 0.3186 -3.4811 -1.9001
C 0.0069 -4.9688 0.0535
H -0.6093 -6.7318 2.9039
H 0.9185 -6.7947 2.0302
H -0.5404 -7.4276 1.2844
H -1.5060 -4.5532 3.0269
H -2.6048 -2.5768 3.2044
H -3.0302 -1.6510 1.7589
H -1.5658 -1.2697 2.6381
H 1.3926 -3.2883 -1.8344
H -0.1420 -2.6312 -2.4031
H 0.1888 -4.3630 -2.5266
H 0.5680 -5.7029 -0.5104
*
```

Its HOMO-LUMO gap (spin up / spin down) is 5.822 / 6.073 eV. Its lowest unoccupied orbital energy (spin up / spin down) is -0.7 / -1.9 eV. The expectation value of S² is 6.032. As for the HOMO energy (spin up / spin down): -0.2406 / -0.2946 hartree.

---

A molecular structure, C2H2CaO2 at a distorted geometry. Source: OMol25; level of theory: ωB97M-V with the def2-TZVPD basis set.

ORCA input file:
```
! RIJCOSX wB97M-V def2-TZVPD def2/J DEFGRID3
* xyz 0 1
C -0.8735 0.4901 -0.1795
C -1.1604 1.4353 -0.8655
O 3.4431 -1.4087 0.1874
Ca 1.6248 -1.3686 0.6511
H -1.4928 2.2569 -1.4732
O -0.4285 -0.5155 0.5495
H -1.1127 -0.8895 1.1303
*
```

Its HOMO-LUMO gap is 4.994 eV. Its lowest unoccupied orbital energy is -1.2 eV. As for the HOMO energy: -0.2271 hartree. As for the energy above the lowest of the compared OMol25 structures with the same formula, charge and spin: 2.043 eV.

---

A molecular structure, HIN3P3 at a distorted geometry. Source: OMol25; level of theory: ωB97M-V with the def2-TZVPD basis set.

ORCA input file:
```
! RIJCOSX wB97M-V def2-TZVPD def2/J DEFGRID3
* xyz 0 1
N -0.3511 1.2645 0.7173
N -1.2456 -1.0352 -0.4674
N 1.1763 -0.6521 -0.2724
P 0.8031 2.1922 0.3890
P 0.0938 -1.2287 -1.3320
P -1.1715 -0.2114 0.9386
I 3.2242 -0.6148 -0.7962
H -2.5292 0.2855 0.8232
*
```

Its HOMO-LUMO gap is 5.964 eV. Its lowest unoccupied orbital energy is -2.1 eV. As for the HOMO energy: -0.2980 hartree. As for the energy above the lowest of the compared OMol25 structures with the same formula, charge and spin: 3.535 eV.

---

C2H5N5O in the gas phase at a distorted geometry. Source: OMol25; level of theory: ωB97M-V with the def2-TZVPD basis set.

ORCA input file:
```
! RIJCOSX wB97M-V def2-TZVPD def2/J DEFGRID3
* xyz 0 1
C -0.6028 0.5123 -1.9481
C 0.6990 -0.6071 0.9092
H 0.3007 1.3001 -2.1768
H -0.2663 -0.6530 -2.1577
H -1.6362 0.6223 -2.5374
H -1.6472 -0.2142 -0.1712
H 1.1546 -2.3310 1.3535
N -0.9279 0.5880 -0.4152
N 0.2025 0.5789 0.3399
N 0.7913 0.8653 2.4553
N 0.9190 -0.3671 2.4480
N 0.8134 -1.8458 0.4918
O 0.1999 1.5513 1.4087
*
```

Its HOMO-LUMO gap is 9.814 eV. Its lowest unoccupied orbital energy is 0.1 eV. As for the HOMO energy: -0.3575 hartree. As for the energy above the lowest of the compared OMol25 structures with the same formula, charge and spin: 6.127 eV.

---

| no. | energy (a.u.) |
| --- | --- |
| 1 | -4792.25320 |
| 2 | -905.30016 |
| 3 | -1486.53262 |
| 4 | -427.99796 |